# 1
{
  "formula": "C23H31NO5",
  "method": "ωB97M-V/def2-TZVPD",
  "max_force_ev_per_a": 0.67,
  "smiles": "CCOC(=O)C1(CCCc2ccccc2)CCN(C(=O)C2=C(C)OCCO2)CC1",
  "de_lowest_kcal_mol": 38.30,
  "lumo_energy_ev": 0.72,
  "orbital_gap_ev": 8.97,
  "energy_ev": -36082.016,
  "mol_weight_g_mol": 401.5,
  "symbols": ["C", "C", "O", "C", "O", "C", "C", "C", "C", "C", "C", "C", "C", "C", "C", "C", "C", "N", "C", "O", "C", "C", "C", "O", "C", "C", "O", "C", "C", "H", "H", "H", "H", "H", "H", "H", "H", "H", "H", "H", "H", "H", "H", "H", "H", "H", "H", "H", "H", "H", "H", "H", "H", "H", "H", "H", "H", "H", "H", "H"],
  "coordinates": [[1.168, 4.756, -0.213], [1.040, 3.482, -1.026], [0.908, 2.380, -0.124], [1.030, 1.164, -0.650], [1.239, 0.967, -1.820], [0.919, 0.054, 0.395], [2.370, -0.284, 0.803], [3.109, 0.829, 1.557], [4.584, 0.923, 1.135], [4.697, 1.481, -0.255], [4.551, 2.848, -0.463], [4.585, 3.378, -1.739], [4.764, 2.545, -2.831], [4.923, 1.185, -2.636], [4.893, 0.659, -1.356], [0.298, -1.180, -0.287], [-1.223, -1.158, -0.196], [-1.635, -1.237, 1.190], [-2.789, -1.772, 1.640], [-2.987, -1.948, 2.834], [-3.819, -2.117, 0.619], [-4.589, -3.215, 0.687], [-4.437, -4.321, 1.680], [-5.595, -3.466, -0.216], [-5.963, -2.350, -0.990], [-4.706, -1.633, -1.483], [-3.971, -1.161, -0.383], [-0.688, -0.731, 2.166], [0.049, 0.471, 1.592], [2.059, 4.716, 0.407], [0.302, 4.879, 0.431], [1.240, 5.609, -0.881], [0.154, 3.511, -1.672], [1.920, 3.315, -1.657], [2.357, -1.187, 1.416], [2.908, -0.517, -0.118], [2.635, 1.792, 1.363], [3.062, 0.645, 2.632], [5.108, 1.580, 1.834], [5.043, -0.065, 1.188], [4.411, 3.500, 0.388], [4.472, 4.444, -1.883], [4.782, 2.957, -3.830], [5.067, 0.531, -3.482], [5.032, -0.404, -1.214], [0.597, -1.188, -1.336], [0.669, -2.093, 0.179], [-1.630, -2.014, -0.739], [-1.610, -0.245, -0.664], [-4.083, -5.222, 1.180], [-3.746, -4.032, 2.462], [-5.408, -4.540, 2.118], [-6.564, -2.727, -1.819], [-6.556, -1.653, -0.385], [-4.954, -0.762, -2.091], [-4.100, -2.336, -2.072], [0.020, -1.517, 2.454], [-1.257, -0.457, 3.057], [-0.689, 1.209, 1.276], [0.659, 0.929, 2.368]]
}



# 2
{
  "formula": "C34H46IN8OS2",
  "method": "ωB97M-V/def2-TZVPD",
  "max_force_ev_per_a": 4.40,
  "charge": 1,
  "lumo_energy_ev": -3.67,
  "orbital_gap_ev": 6.60,
  "energy_ev": -79730.743,
  "mol_weight_g_mol": 773.8,
  "symbols": ["N", "C", "N", "N", "C", "C", "C", "C", "C", "C", "C", "C", "C", "I", "N", "C", "C", "O", "C", "N", "C", "C", "C", "N", "C", "C", "N", "C", "C", "C", "S", "C", "S", "N", "C", "C", "C", "C", "C", "C", "C", "C", "C", "C", "C", "C", "H", "H", "H", "H", "H", "H", "H", "H", "H", "H", "H", "H", "H", "H", "H", "H", "H", "H", "H", "H", "H", "H", "H", "H", "H", "H", "H", "H", "H", "H", "H", "H", "H", "H", "H", "H", "H", "H", "H", "H", "H", "H", "H", "H", "H", "H"],
  "coordinates": [[-1.441, -0.638, 4.827], [-0.395, 0.014, 4.454], [-0.470, 1.395, 3.936], [0.873, -0.636, 4.604], [0.945, -1.921, 3.838], [2.405, -2.173, 3.289], [2.465, -2.901, 1.882], [3.437, -2.111, 0.883], [2.619, -1.157, -0.066], [3.572, -0.932, -1.351], [3.514, -1.975, -2.513], [4.841, -2.014, -3.411], [5.757, -3.259, -3.129], [6.662, -3.256, -1.150], [3.219, 0.491, -1.606], [3.938, 1.217, -2.680], [2.972, 2.420, -3.136], [3.699, 3.629, -3.395], [3.252, 1.035, -0.300], [3.945, 2.022, 0.200], [3.813, 2.465, 1.578], [3.941, 1.577, 2.735], [3.793, 2.119, 4.065], [3.499, 3.389, 4.485], [3.394, 4.174, 3.370], [3.544, 3.849, 1.969], [2.284, 0.210, 0.428], [0.912, 0.692, 0.147], [-0.225, -0.274, 0.657], [-1.261, -0.698, -0.461], [-2.107, 0.718, -1.267], [-3.857, 0.774, -0.652], [-4.099, 1.538, 0.787], [-4.902, 0.173, -1.446], [-5.119, -1.227, -1.114], [-5.380, -1.762, 0.220], [-5.571, -3.185, 0.512], [-5.476, -4.161, -0.569], [-5.226, -3.645, -1.937], [-5.047, -2.215, -2.219], [-6.123, 0.963, -1.480], [-7.305, 0.768, -0.651], [-8.514, 1.610, -0.774], [-8.564, 2.695, -1.754], [-7.366, 2.936, -2.568], [-6.167, 2.092, -2.440], [-2.264, -0.038, 4.669], [-0.768, 2.027, 4.690], [-1.230, 1.464, 3.250], [1.567, 0.036, 4.269], [0.729, -2.734, 4.588], [0.143, -1.957, 3.056], [3.011, -2.732, 4.055], [2.890, -1.162, 3.151], [2.971, -3.896, 2.042], [1.456, -3.054, 1.419], [4.193, -1.483, 1.432], [4.001, -2.858, 0.256], [1.752, -1.719, -0.505], [4.597, -0.949, -0.886], [3.469, -2.995, -2.022], [2.581, -1.908, -3.140], [4.588, -1.986, -4.506], [5.441, -1.079, -3.209], [6.620, -3.193, -3.851], [5.251, -4.235, -3.355], [4.110, 0.609, -3.601], [4.877, 1.687, -2.272], [2.225, 2.620, -2.313], [2.359, 2.072, -4.019], [3.409, 4.245, -2.698], [4.600, 2.519, -0.414], [4.153, 0.494, 2.588], [3.940, 1.385, 4.906], [3.151, 5.250, 3.594], [3.452, 4.645, 1.193], [0.732, 1.696, 0.637], [0.723, 0.877, -0.957], [-0.823, 0.214, 1.476], [0.200, -1.212, 1.115], [-2.023, -1.353, 0.047], [-0.711, -1.372, -1.184], [-5.448, -1.016, 1.057], [-5.789, -3.495, 1.560], [-5.589, -5.257, -0.376], [-5.169, -4.431, -2.733], [-4.866, -1.892, -3.272], [-7.340, -0.037, 0.116], [-9.397, 1.389, -0.128], [-9.501, 3.288, -1.841], [-7.402, 3.778, -3.302], [-5.304, 2.346, -3.097]]
}



# 3
{
  "formula": "C22H30AgBrClN5O2",
  "method": "ωB97M-V/def2-TZVPD",
  "max_force_ev_per_a": 0.60,
  "de_lowest_kcal_mol": 0.00,
  "lumo_energy_ev": 0.33,
  "orbital_gap_ev": 6.58,
  "energy_ev": -121410.398,
  "mol_weight_g_mol": 619.7,
  "symbols": ["Ag", "C", "O", "C", "C", "C", "Br", "C", "C", "C", "O", "C", "N", "C", "C", "C", "C", "C", "C", "N", "H", "H", "H", "H", "H", "H", "H", "H", "H", "H", "H", "N", "C", "C", "N", "H", "H", "H", "H", "H", "H", "H", "H", "Cl", "C", "H", "H", "C", "C", "C", "C", "C", "N", "H", "H", "H", "H", "H", "H", "H", "H", "H"],
  "coordinates": [[-0.489, -0.278, -0.223], [-0.309, 0.566, 3.409], [0.678, 0.617, 2.392], [1.966, 0.399, 2.730], [2.442, 0.298, 4.020], [3.808, 0.100, 4.229], [4.454, -0.020, 6.004], [4.681, 0.004, 3.180], [4.200, 0.104, 1.865], [2.843, 0.292, 1.630], [2.286, 0.377, 0.415], [5.113, -0.003, 0.722], [4.732, 0.059, -0.530], [5.893, -0.088, -1.285], [6.070, -0.106, -2.667], [7.353, -0.275, -3.149], [8.447, -0.424, -2.279], [8.285, -0.408, -0.908], [6.988, -0.238, -0.436], [6.461, -0.179, 0.844], [-0.285, -0.397, 3.923], [-1.260, 0.681, 2.896], [-0.175, 1.374, 4.132], [1.775, 0.373, 4.865], [5.732, -0.156, 3.380], [3.001, 0.274, -0.260], [5.223, 0.005, -3.332], [7.524, -0.298, -4.217], [9.438, -0.557, -2.694], [9.128, -0.525, -0.239], [6.974, -0.257, 1.702], [-0.254, 0.567, -2.738], [-0.498, 2.006, -2.749], [0.256, 2.675, -1.607], [-0.160, 2.132, -0.312], [0.707, 0.362, -2.984], [-0.846, 0.067, -3.388], [-1.570, 2.169, -2.609], [-0.210, 2.494, -3.688], [0.108, 3.757, -1.679], [1.325, 2.483, -1.725], [-1.070, 2.481, -0.036], [0.499, 2.348, 0.424], [-1.839, -3.021, -1.423], [-0.609, -2.436, -0.149], [0.310, -2.956, -0.413], [-0.970, -2.879, 0.776], [-5.988, -0.471, 1.215], [-5.199, -0.230, -0.077], [-5.894, 0.834, -0.933], [-5.033, -1.538, -0.860], [-3.848, 0.263, 0.283], [-2.764, 0.581, 0.494], [-6.989, -0.824, 0.960], [-6.082, 0.447, 1.797], [-5.501, -1.225, 1.833], [-6.901, 0.492, -1.177], [-5.350, 1.001, -1.864], [-5.970, 1.782, -0.400], [-6.023, -1.934, -1.095], [-4.479, -2.279, -0.284], [-4.486, -1.374, -1.788]]
}



# 4
{
  "formula": "C3H4N2OS",
  "method": "ωB97M-V/def2-TZVPD",
  "max_force_ev_per_a": 6.97,
  "smiles": "Cc1nc(=O)[nH]s1",
  "de_lowest_kcal_mol": 37.37,
  "lumo_energy_ev": -0.19,
  "orbital_gap_ev": 8.92,
  "energy_ev": -19037.428,
  "mol_weight_g_mol": 116.1,
  "symbols": ["C", "C", "N", "C", "O", "N", "S", "H", "H", "H", "H"],
  "coordinates": [[0.943, -1.366, -1.021], [0.128, -0.432, -0.319], [0.510, 0.104, 0.989], [-0.291, 1.065, 1.456], [-0.299, 1.753, 2.470], [-1.335, 1.302, 0.382], [-1.236, 0.274, -0.926], [1.198, -0.882, -1.982], [0.660, -2.331, -1.065], [1.747, -1.521, -0.398], [-2.026, 2.036, 0.414]]
}